No. 1
C3H5N | wB97M-V/def2-TZVPD

CARTESIAN COORDINATES (ANGSTROEM)
1 C -0.47 0.05 0.38
2 C -1.55 -0.30 -0.45
3 C 1.62 0.23 0.18
4 N -1.46 -0.04 1.09
5 H -2.04 0.49 -0.97
6 H -1.64 -1.30 -0.74
7 H 1.61 1.04 -0.57
8 H 1.77 -0.75 -0.10
9 H 2.16 0.57 1.17

Summary:
Net charge = 0


No. 2
C15H50N4O10 | wB97M-V/def2-TZVPD

CARTESIAN COORDINATES (ANGSTROEM)
1 N -2.53 2.50 0.62
2 C -1.97 3.62 1.10
3 N -2.78 4.23 1.82
4 O -0.68 3.99 0.84
5 H -1.84 1.89 0.18
6 H -3.55 2.26 0.67
7 H -2.42 5.07 2.13
8 H -3.79 4.36 1.48
9 N -0.14 1.66 -0.83
10 C 0.68 0.74 -0.45
11 N 0.67 -0.27 -1.24
12 O 1.48 0.81 0.68
13 H -0.09 2.56 -0.29
14 H -0.58 1.58 -1.72
15 H 1.24 -1.08 -1.05
16 H 0.12 -0.29 -2.09
17 C -1.46 0.34 2.51
18 C -2.73 -0.41 2.45
19 O -3.32 -0.21 3.68
20 H -0.70 -0.07 3.11
21 H -1.59 1.31 3.02
22 H -1.16 0.55 1.52
23 H -2.58 -1.49 2.35
24 H -3.44 -0.21 1.60
25 H -4.02 -0.79 3.70
26 C 1.01 2.35 4.31
27 C 1.56 0.95 4.57
28 O 2.27 0.37 3.51
29 H 0.11 2.59 4.90
30 H 0.75 2.32 3.21
31 H 1.80 3.17 4.47
32 H 0.68 0.41 5.04
33 H 2.26 1.01 5.40
34 H 1.83 0.47 2.68
35 C 1.38 0.92 -4.10
36 C -0.07 0.73 -4.57
37 O -0.92 0.47 -3.54
38 H 1.90 0.93 -5.07
39 H 1.82 0.18 -3.52
40 H 1.58 1.88 -3.62
41 H -0.13 -0.14 -5.20
42 H -0.49 1.53 -5.14
43 H -1.83 0.51 -3.80
44 C 1.06 -2.63 -3.69
45 C 2.39 -2.71 -2.88
46 O 2.29 -2.43 -1.54
47 H 0.75 -3.52 -4.20
48 H 1.12 -1.96 -4.57
49 H 0.12 -2.28 -3.12
50 H 3.17 -2.20 -3.40
51 H 2.75 -3.73 -2.99
52 H 2.63 -3.21 -1.09
53 C 0.91 -2.28 1.73
54 C 1.06 -3.83 1.97
55 O 2.30 -3.99 2.72
56 H 1.56 -1.98 0.95
57 H 1.29 -1.76 2.65
58 H -0.09 -1.84 1.46
59 H 1.10 -4.30 1.06
60 H 0.22 -4.10 2.46
61 H 2.10 -4.78 3.31
62 C -2.89 3.95 -2.45
63 O -3.89 2.96 -2.39
64 H -2.14 3.44 -2.98
65 H -2.59 4.20 -1.45
66 H -3.34 4.80 -2.99
67 H -4.39 2.95 -1.60
68 C -1.89 -2.44 -1.41
69 O -1.66 -1.38 -0.49
70 H -2.74 -2.97 -1.07
71 H -1.11 -3.23 -1.50
72 H -2.05 -1.93 -2.31
73 H -0.79 -0.94 -0.59
74 C 4.19 -1.19 0.74
75 O 4.22 -2.59 0.91
76 H 3.29 -0.86 0.30
77 H 5.06 -0.82 0.22
78 H 4.24 -0.82 1.77
79 H 3.33 -2.87 1.09

Summary:
Net charge = 0
SMILES string = NC(N)=O.NC(N)=O.CCO.CCO.CCO.CCO.CCO.CO.CO.CO


No. 3
C3H8NO3S | wB97M-V/def2-TZVPD

CARTESIAN COORDINATES (ANGSTROEM)
1 C -0.26 0.53 0.12
2 C -0.73 1.85 0.65
3 S 0.05 3.31 -0.19
4 N -0.75 -0.55 0.93
5 C -0.78 -1.87 0.39
6 O -0.16 -2.01 -0.70
7 O -1.38 -2.73 1.05
8 H -0.52 0.37 -0.90
9 H 0.84 0.57 0.03
10 H -1.80 2.08 0.66
11 H -0.40 1.98 1.68
12 H 1.12 2.67 -0.65
13 H -1.54 -0.33 1.52
14 H 1.34 -1.81 -1.58
15 H 2.66 -2.45 -1.34
16 O 2.31 -1.62 -1.67

Summary:
Net charge = -1


No. 4
C45H99N5O7 | wB97M-V/def2-TZVPD

CARTESIAN COORDINATES (ANGSTROEM)
1 C -1.96 1.04 -2.11
2 C -2.05 0.18 -3.36
3 C -0.78 -0.64 -3.59
4 C -3.15 -0.88 -3.25
5 C -4.53 -0.20 -3.37
6 C -4.66 0.65 -4.63
7 C -3.50 1.62 -4.94
8 C -3.47 1.83 -6.47
9 C -3.68 2.99 -4.28
10 N -2.22 1.00 -4.56
11 O -1.12 1.86 -4.76
12 H -1.84 0.43 -1.20
13 H -1.01 1.58 -2.08
14 H -2.80 1.70 -1.92
15 H -0.69 -1.44 -2.84
16 H -0.87 -1.16 -4.54
17 H 0.16 -0.10 -3.48
18 H -3.04 -1.73 -3.92
19 H -3.06 -1.32 -2.25
20 H -5.34 -0.94 -3.37
21 H -4.60 0.44 -2.48
22 H -5.60 1.19 -4.51
23 H -4.72 -0.05 -5.48
24 H -2.83 2.65 -6.77
25 H -4.49 1.93 -6.85
26 H -3.03 0.89 -6.83
27 H -3.61 3.02 -3.20
28 H -4.56 3.55 -4.61
29 H -2.82 3.60 -4.59
30 H -0.54 1.39 -5.37
31 C 3.66 5.35 2.42
32 C 3.74 4.01 3.14
33 C 3.68 4.16 4.68
34 C 2.56 3.14 2.66
35 C 2.73 1.63 2.82
36 C 4.05 1.18 2.20
37 C 5.23 1.93 2.79
38 C 5.59 1.47 4.22
39 C 6.46 1.67 1.88
40 N 5.03 3.39 2.76
41 O 6.15 4.13 3.26
42 H 2.85 6.01 2.76
43 H 4.52 5.97 2.68
44 H 3.54 5.28 1.34
45 H 3.03 4.99 4.96
46 H 3.32 3.21 5.07
47 H 4.67 4.35 5.08
48 H 1.75 3.47 3.31
49 H 2.19 3.42 1.67
50 H 2.68 1.36 3.88
51 H 1.86 1.12 2.40
52 H 4.03 1.36 1.12
53 H 4.08 0.09 2.33
54 H 5.84 0.41 4.18
55 H 4.75 1.56 4.91
56 H 6.36 2.14 4.59
57 H 7.38 2.01 2.36
58 H 6.50 2.24 0.95
59 H 6.56 0.60 1.70
60 H 6.24 4.73 2.51
61 C 3.60 3.33 -1.52
62 C 2.40 2.43 -1.98
63 C 1.56 2.13 -0.74
64 C 1.53 3.14 -3.01
65 C 2.13 3.13 -4.43
66 C 2.50 1.72 -4.88
67 C 3.29 0.89 -3.87
68 C 3.12 -0.58 -4.21
69 C 4.81 1.19 -4.04
70 N 2.86 1.13 -2.51
71 O 3.58 0.41 -1.53
72 H 4.10 3.61 -2.45
73 H 3.25 4.26 -1.08
74 H 4.23 2.74 -0.86
75 H 1.26 3.09 -0.30
76 H 0.70 1.53 -1.00
77 H 2.17 1.62 0.01
78 H 0.57 2.63 -2.96
79 H 1.47 4.21 -2.80
80 H 1.32 3.51 -5.05
81 H 3.01 3.78 -4.46
82 H 3.04 1.82 -5.82
83 H 1.60 1.17 -5.19
84 H 3.30 -0.76 -5.27
85 H 2.08 -0.86 -3.98
86 H 3.65 -1.28 -3.57
87 H 5.15 2.10 -3.54
88 H 5.10 1.23 -5.09
89 H 5.40 0.36 -3.64
90 H 3.21 -0.48 -1.60
91 C -3.00 -0.67 1.83
92 C -3.27 0.37 2.91
93 C -3.80 1.65 2.24
94 C -4.43 -0.11 3.78
95 C -4.06 -1.22 4.76
96 C -2.87 -0.78 5.64
97 C -1.69 -0.23 4.81
98 C -0.72 0.48 5.77
99 C -0.92 -1.47 4.26
100 N -2.18 0.72 3.80
101 O -1.08 1.29 3.08
102 H -3.86 -0.88 1.19
103 H -2.25 -0.28 1.13
104 H -2.57 -1.62 2.15
105 H -4.11 2.45 2.91
106 H -3.05 2.11 1.60
107 H -4.69 1.40 1.65
108 H -4.87 0.70 4.36
109 H -5.23 -0.47 3.12
110 H -4.92 -1.33 5.43
111 H -3.77 -2.18 4.34
112 H -2.48 -1.63 6.21
113 H -3.19 -0.07 6.40
114 H 0.16 0.73 5.17
115 H -0.41 -0.24 6.53
116 H -1.15 1.43 6.08
117 H -1.57 -2.19 3.77
118 H -0.25 -1.93 4.98
119 H -0.28 -1.13 3.44
120 H -0.60 0.53 2.71
121 C -3.22 -4.92 -2.19
122 C -2.79 -4.78 -0.70
123 C -3.27 -3.42 -0.17
124 C -3.62 -5.87 0.00
125 C -3.17 -6.14 1.44
126 C -1.65 -6.41 1.42
127 C -0.78 -5.31 0.80
128 C -0.82 -4.06 1.71
129 C 0.65 -5.82 0.63
130 N -1.36 -4.98 -0.50
131 O -0.64 -4.07 -1.29
132 H -4.13 -4.37 -2.42
133 H -2.46 -4.46 -2.83
134 H -3.33 -5.98 -2.44
135 H -4.31 -3.38 -0.47
136 H -3.35 -3.40 0.92
137 H -2.63 -2.58 -0.43
138 H -4.67 -5.57 0.00
139 H -3.51 -6.84 -0.50
140 H -3.46 -5.26 2.03
141 H -3.72 -6.96 1.89
142 H -1.53 -7.33 0.84
143 H -1.40 -6.55 2.47
144 H -1.74 -3.97 2.28
145 H -0.60 -3.11 1.21
146 H -0.05 -4.10 2.50
147 H 1.36 -5.05 0.34
148 H 0.72 -6.67 -0.05
149 H 1.00 -6.28 1.55
150 H 0.02 -4.61 -1.76
151 O 0.25 -0.18 1.09
152 H 0.84 -0.81 0.62
153 H -0.22 0.28 0.39
154 O 1.50 -2.10 -0.44
155 H 1.60 -2.12 -1.40
156 H 0.99 -2.91 -0.24

Summary:
Net charge = 0
SMILES string = CC1(C)CCCC(C)(C)N1O.CC1(C)CCCC(C)(C)N1O.CC1(C)CCCC(C)(C)N1O.CC1(C)CCCC(C)(C)N1O.CC1(C)CCCC(C)(C)N1O.O.O


The records above yield Kohn-Sham gap values of 0.3673 0.3297 0.2803 0.2873 hartree, respectively.
The records above yield relative energy (zero: lowest compared OMol25 entry of this formula, charge and spin) values of 99.8 71.7 9.1 26.4 kcal per mole, respectively.